<1>
2 unconnected molecules or ions with the total composition C2H8S2. Source: the Open Molecules 2025 dataset; level of theory: ωB97M-V/def2-TZVPD.

```
12
Properties=species:S:1:pos:R:3:lowdin_charge:R:1
S 1.268 -1.296 -0.592 0.652
S 0.445 3.006 -1.741 0.464
C -1.129 -0.382 0.513 -0.185
C -0.025 -1.418 0.727 -0.569
H -1.011 0.471 1.180 0.067
H 0.988 2.842 -0.532 -0.231
H 2.118 -0.475 0.019 -0.167
H 0.494 1.702 -2.044 -0.246
H 0.540 -1.203 1.625 0.055
H -2.104 -0.806 0.757 0.065
H -1.172 -0.021 -0.509 0.042
H -0.411 -2.420 0.598 0.052
```

The value obtained for the frontier orbital gap is 9.9 eV. Its HOMO energy is -9.18 eV. The LUMO energy comes out at 0.76 eV.

---

<2>
2 unconnected molecules or ions with the total composition C2H8S2. Source: the Open Molecules 2025 dataset; level of theory: ωB97M-V/def2-TZVPD.

```
12
Properties=species:S:1:pos:R:3:lowdin_charge:R:1
S 2.244 -2.074 1.281 0.609
S -2.677 1.945 -0.990 0.628
C 2.641 -3.095 -0.129 -0.538
C -1.804 3.342 -0.322 -0.535
H 2.693 -2.586 -1.088 0.024
H -1.470 4.108 -1.011 0.031
H -2.223 2.141 -2.226 -0.165
H 3.568 -3.670 -0.008 0.025
H 1.055 -2.636 1.667 -0.143
H -0.906 2.958 0.179 0.020
H -2.403 3.780 0.476 0.020
H 1.955 -3.938 -0.170 0.024
```

The value obtained for the frontier orbital gap is 9.8 eV. Its HOMO energy is -8.95 eV. The LUMO energy comes out at 0.88 eV.

---

<3>
2 unconnected molecules or ions with the total composition C2H8S2. Source: the Open Molecules 2025 dataset; level of theory: ωB97M-V/def2-TZVPD.

```
12
Properties=species:S:1:pos:R:3:lowdin_charge:R:1
S -3.249 2.839 2.857 0.279
S -3.865 1.041 2.137 0.351
C 5.658 -2.522 -1.929 -0.056
C -4.594 1.424 0.552 -0.541
H -5.522 2.016 0.675 0.032
H -4.107 1.960 -0.284 0.046
H -2.015 2.867 3.358 -0.207
H 5.965 -2.927 -0.963 0.009
H 5.651 -1.444 -1.805 0.012
H -4.895 0.521 -0.009 0.039
H 4.598 -2.762 -1.995 0.013
H 6.375 -3.013 -2.595 0.023
```

The value obtained for the frontier orbital gap is 9.1 eV. Its HOMO energy is -8.59 eV. The LUMO energy comes out at 0.55 eV.

---

Which of them is least stable? Easy: <3>.

---

<1>
2 unconnected molecules or ions with the total composition C2H2FNO2. Source: the Open Molecules 2025 dataset; level of theory: ωB97M-V/def2-TZVPD.

```
8
Properties=species:S:1:pos:R:3:lowdin_charge:R:1
F 0.009 1.662 1.761 -0.106
O -1.737 3.301 -0.536 0.189
O -3.195 1.628 -0.053 0.232
N -0.341 0.810 0.673 0.000
C -2.463 2.433 -0.308 -0.505
C 0.593 0.019 0.359 -0.018
H 1.711 0.119 0.685 0.120
H 0.420 -0.779 -0.399 0.088
```

The value obtained for the frontier orbital gap is 12.3 eV. Its HOMO energy is -11.63 eV. The LUMO energy comes out at 0.70 eV.

---

<2>
A molecular structure, C2H2FNO2. Source: the Open Molecules 2025 dataset; level of theory: ωB97M-V/def2-TZVPD.

```
8
Properties=species:S:1:pos:R:3:lowdin_charge:R:1
F 2.519 0.664 -1.185 -0.236
O 1.300 -2.144 0.647 0.216
O 2.756 -0.175 0.864 0.097
N 2.068 0.586 0.350 0.051
C 0.620 -1.419 0.097 -0.339
C 0.054 -0.400 -0.379 0.003
H -0.966 -0.142 0.030 0.123
H 0.341 -0.057 -1.359 0.086
```

The value obtained for the frontier orbital gap (spin up / spin down) is 9.6 / 9.6 eV. Its HOMO energy (spin up / spin down) is -10.01 / -10.01 eV. The LUMO energy (spin up / spin down) comes out at -0.44 / -0.44 eV.

---

Which of them is least stable? Easy: <2>.

---

<1>
2 unconnected molecules or ions with the total composition C9H9N3S. Source: the Open Molecules 2025 dataset; level of theory: ωB97M-V/def2-TZVPD.

```
22
Properties=species:S:1:pos:R:3:lowdin_charge:R:1
S 0.776 -2.488 0.219 0.833
N 3.012 -0.449 -0.227 -0.094
N 0.363 -1.075 -0.456 -0.380
N 4.177 0.082 0.086 0.031
C 3.868 1.358 0.375 -0.155
C -1.849 -1.343 0.270 -0.053
C 2.487 1.629 0.216 -0.073
C -3.498 0.309 -0.266 -0.082
C -0.857 -0.475 -0.236 -0.374
C -1.173 0.798 -0.658 -0.065
C -3.189 -0.922 0.224 -0.081
C -2.443 1.202 -0.610 -0.087
C 2.010 0.402 -0.118 -0.065
H -3.989 -1.495 0.418 0.066
H -0.370 1.487 -0.904 0.112
H 1.947 2.388 0.664 0.069
H -0.044 -2.508 1.386 -0.057
H -4.556 0.567 -0.451 0.113
H -2.574 2.262 -1.008 0.132
H -1.536 -2.297 0.696 0.035
H 2.924 -1.487 -0.383 0.107
H 4.516 2.055 0.762 0.071
```

The value obtained for the frontier orbital gap (spin up / spin down) is 7.3 / 7.6 eV. Its HOMO energy (spin up / spin down) is -8.43 / -8.28 eV. The LUMO energy (spin up / spin down) comes out at -1.17 / -0.66 eV.

---

<2>
A single C9H9N3S molecule. Source: the Open Molecules 2025 dataset; level of theory: ωB97M-V/def2-TZVPD.

```
22
Properties=species:S:1:pos:R:3:lowdin_charge:R:1
S 1.581 2.579 0.107 0.946
N -0.042 2.512 -0.387 -0.245
N -3.689 -0.190 -0.475 0.087
N -1.699 0.895 -0.858 0.080
C 1.987 -1.750 -0.241 -0.098
C -2.224 -0.193 1.569 -0.060
C -0.467 1.227 -0.397 -0.388
C 3.279 -1.075 -0.075 -0.120
C 0.618 0.151 -0.088 -0.185
C 0.711 -1.164 -0.426 -0.092
C -2.567 0.121 -0.008 -0.484
C 1.897 0.871 0.234 -0.416
C 3.228 0.229 0.248 -0.118
H -2.401 1.049 2.010 0.155
H -2.430 1.384 -1.320 0.120
H 4.224 -1.703 -0.564 0.166
H -1.041 -0.655 1.766 0.113
H 4.058 0.890 0.208 0.088
H -3.915 0.302 -1.387 0.075
H 2.074 -2.724 -1.053 0.155
H -3.062 -1.045 1.950 0.114
H -0.121 -1.711 -0.812 0.107
```

The value obtained for the frontier orbital gap is 8.6 eV. Its HOMO energy is -8.22 eV. The LUMO energy comes out at 0.38 eV.

---

Which of them is least stable? Easy: <1>.

---

<1>
A single C3H6N2OS molecule. Source: the Open Molecules 2025 dataset; level of theory: ωB97M-V/def2-TZVPD.

```
13
Properties=species:S:1:pos:R:3:lowdin_charge:R:1
S -1.109 -0.057 0.528 1.006
O 0.835 -1.789 0.837 -0.082
N -0.085 0.432 -0.747 -0.500
N 0.934 1.713 0.764 0.062
C 0.109 -0.232 -2.070 -0.101
C 0.822 1.537 -0.499 -0.273
C -0.371 -1.468 1.070 -0.619
H 0.306 -1.188 -1.758 0.023
H 1.616 2.342 0.818 -0.023
H 1.225 2.192 -1.462 0.183
H 0.851 0.088 -2.866 0.103
H -1.282 -2.128 1.550 0.114
H -0.950 -0.119 -2.563 0.107
```

The value obtained for the frontier orbital gap is 9.4 eV. Its HOMO energy is -8.90 eV. The LUMO energy comes out at 0.53 eV.

---

<2>
2 unconnected molecules or ions with the total composition C3H6N2OS. Source: the Open Molecules 2025 dataset; level of theory: ωB97M-V/def2-TZVPD.

```
13
Properties=species:S:1:pos:R:3:lowdin_charge:R:1
S 1.360 0.518 0.453 0.822
O 1.659 1.565 -0.526 -0.501
N -1.492 0.581 -0.881 0.079
N -3.442 0.281 0.471 0.107
C -0.262 0.723 1.009 -0.125
C -2.561 0.595 -0.188 -0.561
C 1.070 -1.164 -0.468 -0.154
H -0.227 1.710 1.299 0.022
H 1.942 -1.281 -1.060 0.025
H 0.243 -0.642 -1.111 0.051
H -1.061 1.306 -1.545 0.126
H 0.756 -1.973 0.114 0.030
H -0.871 0.041 1.593 0.079
```

The value obtained for the frontier orbital gap (spin up / spin down) is 7.4 / 7.4 eV. Its HOMO energy (spin up / spin down) is -9.25 / -9.25 eV. The LUMO energy (spin up / spin down) comes out at -1.81 / -1.81 eV.

---

<3>
A molecular structure, C3H6N2OS. Source: the Open Molecules 2025 dataset; level of theory: ωB97M-V/def2-TZVPD.

```
13
Properties=species:S:1:pos:R:3:lowdin_charge:R:1
S 1.889 1.606 -1.095 0.662
O 1.437 0.598 1.695 -0.031
N -0.776 -1.639 1.144 -0.017
N -0.572 -0.401 0.603 -0.262
C 0.465 0.412 0.858 -0.480
C 0.211 1.171 -0.491 -0.550
C -0.549 -0.192 -0.874 -0.089
H 0.181 -1.181 -1.241 0.194
H -1.619 -0.094 -1.253 0.119
H 1.664 1.294 -2.708 0.008
H -0.411 1.953 -0.274 0.059
H -0.006 -1.876 2.148 0.229
H -1.915 -1.652 1.489 0.159
```

The value obtained for the frontier orbital gap is 9.5 eV. Its HOMO energy is -9.09 eV. The LUMO energy comes out at 0.39 eV.

---

<4>
A single C3H6N2OS molecule. Source: the Open Molecules 2025 dataset; level of theory: ωB97M-V/def2-TZVPD.

```
13
Properties=species:S:1:pos:R:3:lowdin_charge:R:1
S -0.653 -2.546 0.380 0.913
O 0.306 1.168 2.170 0.060
N -1.243 -1.820 -0.893 -0.424
N -0.022 2.011 0.035 0.151
C 0.904 -0.175 0.156 -0.178
C 0.275 1.053 0.963 -0.506
C 0.537 -1.412 0.822 -0.437
H -2.063 -2.376 -1.113 -0.055
H -0.282 2.993 0.213 0.130
H 0.865 -1.902 1.803 0.067
H 0.274 1.860 -0.876 0.063
H 1.962 0.084 0.196 0.125
H 0.438 -0.120 -0.848 0.092
```

The value obtained for the frontier orbital gap (spin up / spin down) is 8.0 / 8.0 eV. Its HOMO energy (spin up / spin down) is -8.07 / -8.07 eV. The LUMO energy (spin up / spin down) comes out at -0.10 / -0.10 eV.

---

Which of them is least stable? Easy: <2>.